{"formula": "C34H48N3O3PTm", "method": "ωB97M-V/def2-TZVPD", "multiplicity": 3, "charge": -1, "lumo_energy_ev": [2.470, 2.471], "gap_ha": [0.1805, 0.1804], "s2": 2.009, "elements": ["Tm", "N", "N", "C", "C", "C", "C", "H", "H", "H", "C", "C", "H", "H", "H", "C", "C", "H", "H", "H", "C", "H", "H", "H", "C", "H", "H", "H", "C", "H", "C", "H", "C", "H", "C", "H", "C", "C", "H", "C", "C", "H", "C", "H", "N", "C", "C", "C", "H", "C", "C", "H", "H", "H", "C", "H", "C", "C", "H", "H", "H", "C", "H", "H", "H", "C", "C", "O", "P", "O", "C", "C", "O", "C", "C", "H", "H", "H", "H", "H", "H", "H", "H", "H", "H", "H", "H", "H", "H", "H"], "coordinates": [[0.98520, 0.12555, -0.01303], [-1.07680, -2.71925, 1.59877], [3.15510, -1.61855, -0.89703], [0.93760, 2.29965, -0.20703], [2.29840, 1.88865, -0.09633], [2.47020, 1.18815, 1.16197], [3.77440, 0.66405, 1.68427], [4.53010, 0.72535, 0.88107], [3.68360, -0.38535, 2.00957], [4.11490, 1.25835, 2.55347], [1.20250, 1.17445, 1.82567], [0.92640, 0.66965, 3.21247], [0.93720, 1.51115, 3.93067], [1.68890, -0.05405, 3.54257], [-0.05920, 0.18065, 3.27637], [0.23720, 1.81855, 0.96567], [-1.19760, 2.10625, 1.30447], [-1.67810, 1.23625, 1.78027], [-1.78110, 2.36325, 0.40637], [-1.26400, 2.95845, 2.00807], [3.41580, 2.21915, -1.03743], [4.09840, 2.95105, -0.56513], [3.04270, 2.65605, -1.97733], [3.98520, 1.30735, -1.27813], [0.32310, 3.16435, -1.27143], [-0.71360, 2.86395, -1.49773], [0.90210, 3.12405, -2.20653], [0.30040, 4.21855, -0.93623], [-1.89090, -3.76285, 1.45747], [-2.70030, -3.84685, 2.19557], [-1.75870, -4.71525, 0.42937], [-2.45750, -5.55485, 0.35687], [-0.70870, -4.55855, -0.48633], [-0.56690, -5.27485, -1.30273], [0.16040, -3.47525, -0.33313], [0.99710, -3.32315, -1.02263], [-0.05310, -2.55105, 0.72427], [0.82560, -1.40355, 0.89417], [1.52530, -1.55265, 1.73917], [2.23040, -0.74345, -1.30013], [3.80300, -2.10445, -2.01193], [4.61490, -2.83085, -1.93423], [3.27090, -1.53575, -3.14693], [3.49360, -1.63345, -4.20883], [2.27100, -0.67505, -2.69643], [1.44910, 0.09165, -3.58133], [2.00170, 1.21705, -4.22793], [1.17680, 1.96785, -5.07643], [1.59040, 2.85765, -5.56593], [-0.16560, 1.61485, -5.30263], [-1.05420, 2.47845, -6.16873], [-1.95870, 2.78765, -5.61083], [-1.38790, 1.93875, -7.07113], [-0.53620, 3.39995, -6.48663], [-0.66480, 0.45605, -4.68493], [-1.70190, 0.15105, -4.87243], [0.12560, -0.32795, -3.82833], [-0.40560, -1.60455, -3.22333], [-0.27550, -2.45185, -3.92183], [-1.47970, -1.51645, -2.99483], [0.13700, -1.86825, -2.30163], [3.44050, 1.59115, -3.97933], [4.07520, 1.31625, -4.84113], [3.83110, 1.03615, -3.11083], [3.54570, 2.67155, -3.79183], [-0.75110, -2.27945, 4.68497], [-2.28090, -2.31385, 4.52357], [-2.89270, -1.82635, 3.32707], [-2.00000, -0.69835, 2.38307], [-2.97030, 0.42325, 3.32377], [-2.34090, 1.36075, 4.18527], [-2.42530, 0.97535, 5.65477], [-2.93670, -1.23445, 1.02917], [-3.23190, -0.21905, 0.10437], [-4.36900, 0.69695, 0.56807], [-0.22210, -2.81505, 3.87617], [-0.48180, -2.78435, 5.63667], [-0.37180, -1.25335, 4.77607], [-2.55510, -3.38835, 4.59357], [-2.75820, -1.82525, 5.39407], [-1.32210, 1.64335, 3.92897], [-2.90600, 2.30775, 4.06837], [-1.78940, 0.10515, 5.88057], [-2.05040, 1.81875, 6.27397], [-3.47740, 0.76525, 5.93847], [-2.32160, 0.31025, -0.23033], [-3.59800, -0.73105, -0.81003], [-4.65050, 1.38575, -0.25573], [-4.07810, 1.32435, 1.42837], [-5.25690, 0.09075, 0.84647]], "atomic_forces_ev_per_a": [[-7.399, -0.540, -8.918], [0.137, -1.045, -0.465], [0.767, -0.250, -0.763], [0.340, 2.519, 1.849], [1.160, 2.192, 0.755], [0.296, 2.541, 1.039], [0.067, -0.164, 0.054], [-0.231, -0.175, 0.487], [0.164, 0.307, -0.202], [-0.040, -0.167, -0.346], [0.458, 2.486, 2.570], [0.248, 0.250, 0.303], [0.035, -0.197, -0.041], [-0.217, 0.224, -0.194], [0.763, 0.242, -0.084], [0.553, 4.201, 1.692], [0.051, 0.312, -0.006], [0.329, 1.093, -0.431], [0.147, -0.004, 0.288], [-0.086, -0.279, -0.274], [0.070, 0.251, 0.341], [-0.089, -0.205, -0.267], [0.118, -0.173, 0.775], [-0.069, 0.424, 0.134], [0.071, -0.032, -0.178], [0.287, 0.124, -0.016], [-0.232, -0.009, 0.198], [-0.060, -0.374, -0.165], [0.000, -0.820, -0.531], [0.292, 0.122, -0.387], [-0.129, 0.238, 0.495], [0.248, 0.344, 0.074], [0.297, 0.573, 0.198], [-0.042, 0.220, 0.270], [-0.754, -0.752, -0.253], [-0.233, -0.014, 0.454], [1.134, 0.452, 0.455], [-1.125, -9.945, 6.155], [-0.286, -0.024, -0.070], [4.146, -2.609, -4.692], [-0.079, 0.448, -0.395], [-0.322, 0.271, -0.097], [0.098, -0.216, -0.046], [-0.094, -0.103, 0.380], [0.910, -0.656, -0.447], [0.066, 0.001, 0.079], [-0.512, -0.213, 0.148], [-0.248, -0.210, 0.033], [-0.165, -0.285, 0.179], [0.473, -0.184, 0.359], [-0.222, 0.177, -0.026], [0.372, -0.164, -0.265], [0.109, 0.192, 0.296], [-0.164, -0.426, 0.105], [0.194, 0.117, 0.038], [0.353, 0.122, 0.081], [0.128, 0.519, -0.273], [-0.066, -0.099, 0.131], [-0.047, 0.335, 0.241], [0.339, -0.061, -0.070], [-0.323, 0.107, -0.407], [0.440, -0.269, -0.294], [-0.291, 0.171, 0.174], [-0.187, 0.378, -0.726], [0.038, -0.413, -0.287], [0.142, -0.048, 0.160], [-0.343, -0.866, 0.181], [1.907, -0.689, -0.082], [-2.837, -3.351, 1.593], [0.523, 0.835, -0.558], [-0.992, 1.043, -0.141], [0.048, -0.011, 0.353], [0.195, 2.142, 1.332], [-0.901, -0.314, -1.163], [-0.023, 0.614, -0.128], [-0.322, 0.477, 0.286], [-0.312, 0.203, -0.387], [0.032, -0.239, -0.207], [-0.071, 0.435, -0.054], [0.187, -0.022, -0.296], [0.126, -0.433, -0.163], [0.113, -0.219, 0.042], [-0.331, 0.214, -0.031], [-0.246, -0.393, -0.321], [0.631, 0.015, -0.127], [-0.249, 0.148, 0.273], [0.233, 0.062, 0.361], [0.070, -0.371, 0.306], [-0.164, -0.418, -0.302], [0.602, 0.317, -0.141]], "mulliken_charge": [-1.148, -0.038, -0.545, 0.154, 1.081, 0.696, -1.706, 0.349, 0.260, 0.343, 0.700, -0.492, 0.299, 0.393, -0.291, 0.292, -0.360, -0.144, 0.337, 0.274, -1.472, 0.312, 0.330, 0.271, -1.266, 0.242, 0.358, 0.222, -0.056, 0.255, -1.012, 0.355, -0.535, 0.415, -0.265, 0.334, -1.715, 1.062, -0.124, 0.183, -1.356, 0.444, -0.155, 0.415, 1.084, -0.129, 1.183, -0.994, 0.263, 1.072, -1.470, 0.325, 0.318, 0.342, -1.088, 0.384, 1.128, -1.346, 0.357, 0.341, -0.114, -2.050, 0.366, 0.334, 0.462, -0.610, -0.679, -0.508, 1.522, -0.404, 0.314, -1.423, -0.425, 0.520, -1.234, 0.210, 0.460, -0.101, 0.402, 0.409, -0.102, 0.375, 0.197, 0.439, 0.297, -0.387, 0.385, 0.411, 0.151, 0.313]}